18
Properties=species:S:1:pos:R:3:forces:R:3 method="wB97M-V/def2-TZVPD" homo_ha=-0.320 total_energy_ha=-707.94879 gap_ev=8.42 largest_force_ev_per_a=3.859
C 0.838 -0.441 -1.182 3.0 0.5 -2.4
C -0.356 -0.154 -0.712 -0.7 -1.3 1.4
C 1.602 0.377 -2.259 0.6 -2.5 1.0
C -0.440 0.463 2.436 1.5 -2.4 -2.1
C -1.248 -0.843 0.332 -0.2 -0.1 -2.6
C -1.544 0.146 1.409 0.4 0.9 -0.1
O 3.636 0.598 -3.778 1.1 0.8 -1.5
S 3.076 -0.231 -2.743 -2.6 0.1 1.9
H 1.525 -1.308 -0.999 -1.4 0.4 0.6
H -0.832 0.736 -0.994 -0.3 1.4 -0.9
H 1.287 1.194 -2.887 -0.5 0.4 0.3
H 0.596 0.552 1.995 -1.1 0.1 0.3
H -0.721 1.341 2.888 -0.3 2.1 1.4
H -0.393 -0.347 3.164 0.0 0.1 0.1
H -0.774 -1.678 0.717 1.2 -1.9 0.8
H -2.145 -1.288 -0.244 0.9 1.1 1.0
H -1.753 1.055 0.829 -0.6 0.2 0.7
H -2.355 -0.170 2.029 -1.1 0.0 0.0

***

18
Properties=species:S:1:pos:R:3:forces:R:3 method="wB97M-V/def2-TZVPD" homo_ha=-0.317 smiles="C/C=C(/C=O)CSC" total_energy_ha=-708.00409 gap_ev=8.95 largest_force_ev_per_a=3.968
O -0.897 -2.989 -0.825 -0.5 1.1 -0.5
S 1.782 -0.558 -0.231 0.0 0.3 0.2
C -1.359 -1.900 -1.158 1.5 -1.4 1.6
C -1.596 0.516 -0.884 2.1 -2.3 1.2
C -0.940 -0.654 -0.456 -2.2 2.6 -2.1
C 2.907 0.113 1.063 -0.2 0.3 -0.7
C -1.299 1.869 -0.304 -1.2 -0.3 -0.4
C 0.131 -0.716 0.590 -0.1 -0.8 -0.4
H -2.095 -1.880 -1.958 -0.3 0.5 -0.3
H -2.321 0.460 -1.684 -0.1 -0.3 0.0
H 3.844 0.439 0.567 -0.7 -0.2 0.1
H 2.466 0.979 1.569 0.1 -0.2 -0.1
H 3.159 -0.665 1.756 0.1 -0.3 0.5
H -1.798 2.666 -0.860 0.2 -0.1 0.0
H -0.246 2.046 -0.291 0.7 0.2 0.2
H -1.726 1.892 0.695 0.2 0.2 0.4
H -0.013 0.061 1.309 0.1 0.7 0.4
H 0.002 -1.679 1.100 0.4 0.2 -0.1

***

18
Properties=species:S:1:pos:R:3:forces:R:3 method="wB97M-V/def2-TZVPD" homo_ha=-0.309 smiles="C=C[C@@]1(CO)C[C@@H]1S" total_energy_ha=-707.85129 gap_ev=8.80 largest_force_ev_per_a=4.670
C -0.966 0.892 0.631 -0.9 0.0 4.3
C 0.296 0.280 0.258 1.5 0.7 -3.4
C 1.241 1.152 -0.767 3.2 0.3 1.6
C 0.436 0.041 -1.275 -1.8 -1.8 -0.5
C 0.889 -0.722 1.149 -0.7 -3.5 -2.0
C 0.783 -2.066 0.812 1.1 2.0 -1.6
H -3.034 0.311 0.477 4.1 -1.7 0.6
H -1.104 1.702 -0.027 -0.8 1.1 -0.5
H -0.949 1.258 1.800 -0.2 -0.8 -2.9
H 2.417 0.890 -0.646 -2.9 0.4 -0.2
H 1.226 2.289 -0.979 -0.9 -2.1 0.4
H 0.926 -0.966 -1.462 -0.4 1.8 -0.2
H -2.078 0.346 -0.991 2.0 -1.1 -3.3
H 1.350 -0.241 1.952 0.9 -0.2 1.8
H 1.364 -2.936 1.198 -0.8 1.0 0.3
H 0.377 -2.246 -0.269 0.3 0.1 2.4
O -2.025 -0.157 0.490 -3.6 3.0 0.1
S -1.149 0.172 -2.353 0.0 0.7 3.1

***

The following lowest unoccupied orbital energy values (in Ha) correspond, in order, to the records above: -0.0105, 0.0119, 0.0142.
The following ΔE to the lowest compared entry with this formula, charge and spin values (in kcal per mole) correspond, in order, to the records above: 63.7, 29.0, 124.9.